A 12-piece molecular cluster, C32H59BrN2O46PS11 overall. Source: the OMol25 dataset; level of theory: ωB97M-V with the def2-TZVPD basis set.

Results
Spin multiplicity ... 1
LUMO ... 0.83 eV
Charge ... -1
Kohn-Sham gap ... 0.2120 Ha

Geometry as XYZ:
```
152
C32H59BrN2O46PS11 ωB97M-V with the def2-TZVPD basis set
C -5.1055 1.9848 -2.5564
C -4.5689 3.0562 -3.6751
N -3.2496 2.9831 -4.0812
C -5.4843 4.2370 -4.3948
P -6.3979 5.3809 -3.1707
C -4.8345 6.3717 -2.5518
C -5.1226 7.3033 -1.2514
C -3.7947 8.1301 -0.6560
C -2.4385 7.7961 -1.5579
C -2.3747 6.8438 -2.8764
N -3.6026 6.1391 -3.3516
O -6.9023 6.5873 -4.3736
C -8.3903 6.5672 -4.1848
C -8.9173 5.2981 -3.2385
Br -10.6056 4.3571 -3.8877
O -7.7958 4.3192 -3.4044
H -4.6436 2.3369 -1.5143
H -6.2702 1.9835 -2.4401
H -4.6812 0.8986 -2.8121
H -3.0311 3.7258 -4.7861
H -6.3323 3.6446 -4.9914
H -4.8775 4.8144 -5.2455
H -6.1999 4.5517 -1.9835
H -7.1759 6.2173 -2.2802
H -6.1940 7.4055 -0.7388
H -3.8270 8.8437 0.2697
H -1.4192 8.2988 -1.2093
H -1.3254 6.7028 -3.4259
H -9.0394 6.4496 -5.1576
H -8.8265 7.5232 -3.6588
H -9.2459 5.5520 -2.1256
C -4.9256 -0.9475 -6.2235
C -4.3610 -2.1082 -5.4088
O -5.2892 -2.3033 -4.3443
S -6.7858 -1.9232 -4.8700
O -7.4524 -3.1466 -5.2570
O -7.3633 -0.9682 -3.9530
O -6.3397 -1.1362 -6.2263
H -4.7111 0.0125 -5.7430
H -4.5405 -0.9355 -7.2466
H -3.3637 -1.8954 -5.0165
H -4.3297 -3.0279 -6.0024
C -0.6852 1.5291 -0.0333
C -2.0692 2.1332 -0.2559
O -2.3130 2.9411 0.8933
S -0.8952 3.5470 1.4254
O -0.7522 4.8872 0.9014
O -0.7617 3.2322 2.8288
O 0.0877 2.5616 0.5765
H -0.7313 0.6833 0.6603
H -0.2202 1.2066 -0.9687
H -2.8443 1.3705 -0.3626
H -2.0775 2.7857 -1.1353
C 3.1744 -0.6540 -1.2929
C 3.7390 -1.8146 -0.4782
O 2.8108 -2.0098 0.5863
S 1.3142 -1.6296 0.0606
O 0.6476 -2.8531 -0.3264
O 0.7367 -0.6747 0.9776
O 1.7603 -0.8427 -1.2957
H 3.3889 0.3060 -0.8124
H 3.5595 -0.6420 -2.3161
H 4.7363 -1.6019 -0.0859
H 3.7703 -2.7344 -1.0718
C 2.0357 -4.5630 -5.3067
C 3.4421 -5.1513 -5.3819
O 4.2885 -4.1728 -4.7827
S 3.4564 -3.3968 -3.6140
O 3.7876 -4.0051 -2.3446
O 3.5495 -1.9754 -3.8538
O 1.9669 -3.8997 -4.0456
H 1.8779 -3.8174 -6.0927
H 1.2621 -5.3324 -5.3755
H 3.7543 -5.3543 -6.4090
H 3.5170 -6.0701 -4.7907
C 2.3108 2.6955 3.7020
C 2.7859 1.3568 4.2606
O 3.8682 0.9644 3.4195
S 4.6420 2.3006 2.8938
O 5.7925 2.5189 3.7423
O 4.7263 2.2427 1.4530
O 3.4950 3.3841 3.3037
H 1.6851 2.5527 2.8151
H 1.7608 3.2805 4.4440
H 1.9983 0.5996 4.2541
H 3.1733 1.4698 5.2787
C -3.9286 11.5488 -5.8565
C -3.6152 10.0948 -5.5135
O -2.4413 10.1466 -4.7060
S -2.4557 11.5275 -3.8381
O -2.9693 11.2268 -2.5202
O -1.2060 12.2179 -4.0572
O -3.6255 12.2924 -4.6774
H -3.2832 11.9113 -6.6632
H -4.9755 11.6901 -6.1379
H -3.4445 9.4844 -6.4035
H -4.4172 9.6494 -4.9154
C 6.7268 -0.6474 6.8082
C 5.7978 -0.8021 5.6070
O 5.5153 -2.1976 5.5310
S 5.5162 -2.8212 7.0381
O 4.1473 -2.8886 7.4993
O 6.4120 -3.9540 7.0634
O 6.2432 -1.5677 7.7851
H 7.7528 -0.9307 6.5519
H 6.7201 0.3705 7.2069
H 6.2546 -0.4500 4.6791
H 4.8520 -0.2745 5.7698
C -10.3256 -3.7683 -4.3472
C -9.7610 -4.9289 -3.5324
O -10.6892 -5.1241 -2.4680
S -12.1858 -4.7439 -2.9937
O -12.8524 -5.9674 -3.3807
O -12.7633 -3.7889 -2.0766
O -11.7397 -3.9570 -4.3500
H -10.1111 -2.8083 -3.8667
H -9.9405 -3.7563 -5.3703
H -8.7637 -4.7161 -3.1402
H -9.7297 -5.8487 -4.1261
C 9.7927 -4.3191 9.4526
C 11.1503 -4.2422 8.7592
O 11.0793 -3.0868 7.9268
S 10.1175 -1.9788 8.6392
O 10.9591 -1.0354 9.3413
O 9.1044 -1.5763 7.6916
O 9.4346 -2.9684 9.7402
H 9.0326 -4.7383 8.7855
H 9.8321 -4.9074 10.3732
H 11.3654 -5.1332 8.1646
H 11.9553 -4.0864 9.4852
C 10.6155 -3.7926 14.2372
C 10.2566 -4.8737 15.2531
O 10.0449 -6.0544 14.4824
S 11.0244 -6.0188 13.1786
O 12.2023 -6.8025 13.4776
O 10.2199 -6.2263 11.9970
O 11.4286 -4.4416 13.2611
H 9.7206 -3.4105 13.7355
H 11.1586 -2.9609 14.6940
H 9.3624 -4.6237 15.8290
H 11.0896 -5.0626 15.9385
C 0.3051 -10.0006 -6.5113
C -0.4582 -9.3528 -5.3592
O 0.4472 -8.4053 -4.7978
S 1.4028 -7.8191 -5.9825
O 0.8503 -6.5582 -6.4255
O 2.7805 -7.9760 -5.5780
O 1.0603 -8.9477 -7.1080
H 1.0063 -10.7567 -6.1437
H -0.3647 -10.4539 -7.2471
H -0.7716 -10.0797 -4.6062
H -1.3345 -8.8069 -5.7246
```

Atomic partial charges in e from the Mulliken method, atoms 1 to 8:
1 C -0.52
2 C 0.58
3 N -0.80
4 C -0.95
5 P 1.06
6 C -0.03
7 C -0.37
8 C -0.43

=====

A 5-piece molecular cluster, C22H45INO7 overall. Source: the OMol25 dataset; level of theory: ωB97M-V with the def2-TZVPD basis set.

Results
Spin multiplicity ... 1
LUMO ... -5.08 eV
Charge ... +1
Kohn-Sham gap ... 0.2400 Ha

Geometry as XYZ:
```
76
C22H45INO7 ωB97M-V with the def2-TZVPD basis set
C -4.8331 -6.3707 -0.3575
C -4.4807 -5.6106 -1.6295
C -3.4951 -4.4693 -1.3408
O -2.3686 -4.6017 -2.1958
C -1.2643 -3.8212 -1.8052
C -0.5913 -4.4632 -0.6110
C -0.4986 -3.7430 0.5718
N 0.0593 -4.3089 1.6572
I 0.1537 -3.1909 3.3938
C 0.5364 -5.5612 1.6478
C 0.4568 -6.3205 0.4956
C -0.1073 -5.7708 -0.6454
C -0.2203 -6.6527 -1.8505
O -0.4724 -7.8039 -1.7073
O 0.0074 -6.0756 -3.0274
H -3.9579 -6.8774 0.0404
H -5.5668 -7.1436 -0.5764
H -5.2756 -5.7208 0.3927
H -3.9767 -6.3060 -2.2919
H -5.3600 -5.1900 -2.1036
H -3.9670 -3.4957 -1.4734
H -3.2109 -4.5340 -0.2835
H -0.5770 -3.8195 -2.6418
H -1.5281 -2.7857 -1.5896
H -0.8774 -2.7381 0.6230
H 0.9623 -5.9590 2.5527
H 0.8139 -7.3363 0.4794
H -0.5669 -6.5191 -3.6715
C 4.3185 -0.5870 1.8674
C 3.3730 -0.4118 0.6903
C 2.4325 0.7599 0.8949
O 2.6167 -1.6174 0.4916
H 3.7546 -0.7835 2.7853
H 4.9840 -1.4355 1.7040
H 4.9246 0.3053 2.0221
H 3.9492 -0.2608 -0.2216
H 1.8070 0.6039 1.7813
H 1.7624 0.8690 0.0431
H 2.9837 1.6901 1.0181
H 2.1008 -1.7548 1.2905
C 3.5386 4.4619 -2.6339
C 4.3610 3.3387 -2.0225
C 5.4393 2.8522 -2.9777
O 3.5077 2.2530 -1.6468
H 3.0307 4.1147 -3.5379
H 2.7703 4.7975 -1.9364
H 4.1657 5.3141 -2.8975
H 4.8234 3.6872 -1.0979
H 4.9884 2.4570 -3.8921
H 6.0185 2.0472 -2.5242
H 6.1200 3.6589 -3.2510
H 3.0840 1.9240 -2.4470
C 1.6809 5.3031 1.8329
C 0.9074 4.4110 0.8744
C 0.1890 5.2277 -0.1894
O -0.0349 3.6166 1.5972
H 1.0012 5.9824 2.3540
H 2.1862 4.7024 2.5902
H 2.4276 5.8993 1.3060
H 1.5935 3.7089 0.3960
H -0.5349 5.9031 0.2744
H -0.3617 4.5729 -0.8666
H 0.8900 5.8236 -0.7756
H -0.6585 4.2184 2.0265
C -5.2972 4.5664 2.4249
C -3.9373 4.6012 1.7466
C -3.5808 3.2688 1.1108
O -2.9224 4.9656 2.6907
H -5.3058 3.8209 3.2251
H -5.5251 5.5320 2.8760
H -6.0869 4.3189 1.7147
H -3.9316 5.3803 0.9840
H -3.5267 2.4845 1.8719
H -2.5978 3.3381 0.6430
H -4.3087 2.9663 0.3564
H -2.9140 4.2936 3.3810
```

Atomic partial charges in e from the Mulliken method, atoms 1 to 8:
1 C -1.30
2 C -0.34
3 C -0.27
4 O -0.33
5 C -1.14
6 C 0.38
7 C -0.16
8 N -0.43

=====

A 2-piece molecular cluster, C14H32N4O7P overall. Source: the OMol25 dataset; level of theory: ωB97M-V with the def2-TZVPD basis set.

Results
Spin multiplicity ... 1
LUMO ... -2.25 eV
Charge ... +1
Kohn-Sham gap ... 0.3240 Ha

Geometry as XYZ:
```
58
C14H32N4O7P ωB97M-V with the def2-TZVPD basis set
C -4.8087 0.8954 0.4000
C -3.6827 1.9163 0.4206
O -2.4610 1.4181 -0.1666
N -1.8929 0.4622 0.6455
C -0.8854 -0.2365 0.1720
N -0.2321 -1.0313 1.0475
C 0.7110 -2.0512 0.5766
C 0.9835 -1.9627 -0.9197
C 0.7994 -0.5771 -1.5404
C 0.8212 -0.7682 -3.0752
C 0.9811 0.4440 -3.9917
C 1.2834 0.0233 -5.4443
C 2.4588 0.7861 -6.0660
N 3.1232 0.0793 -7.1635
P 2.0651 0.6493 -1.0376
O 3.3762 0.4626 -1.6586
O 2.0528 0.6171 0.5642
O 1.3245 2.0358 -1.3511
N -0.5691 -0.1448 -1.1332
H -4.6609 0.1884 -0.4179
H -4.8685 0.3260 1.3291
H -5.7681 1.3928 0.2632
H -3.4598 2.2648 1.4348
H -3.9091 2.7922 -0.1831
H -2.2004 0.3790 1.6082
H 0.1015 -0.5130 1.8486
H 1.6257 -1.9427 1.1563
H 0.3121 -3.0416 0.8006
H 0.2610 -2.5989 -1.4391
H 1.9753 -2.3500 -1.1556
H -0.1511 -1.2271 -3.2889
H 1.5837 -1.5148 -3.3060
H 1.7988 1.0840 -3.6582
H 0.0649 1.0427 -3.9827
H 0.3904 0.1469 -6.0605
H 1.5470 -1.0404 -5.4599
H 2.1142 1.7583 -6.4358
H 3.1935 1.0006 -5.2838
H 4.0467 -0.2279 -6.8890
H 2.6100 -0.7469 -7.4432
H 2.9556 0.7479 0.8969
H 1.8881 2.6131 -1.8918
H -0.8362 0.7598 -1.5128
C 1.6192 -0.8060 4.1370
C 0.7705 0.4485 4.0727
O -0.6272 0.1827 4.2693
C -0.9914 -0.0283 5.5479
O -0.2518 0.0088 6.4913
O -2.2908 -0.2922 5.5652
C -2.8212 -0.5868 6.8702
H 1.2331 -1.5603 3.4476
H 2.6450 -0.5642 3.8563
H 1.6205 -1.2288 5.1389
H 0.8104 0.8958 3.0752
H 1.1137 1.2013 4.7807
H -2.5830 0.2128 7.5670
H -2.4148 -1.5273 7.2357
H -3.8947 -0.6670 6.7371
```

Atomic partial charges in e from the Mulliken method, atoms 1 to 8:
1 C -1.04
2 C -0.24
3 O -0.32
4 N -0.10
5 C 0.27
6 N -0.11
7 C -0.79
8 C -1.30

=====

A 2-piece molecular cluster, C3H6ClNO overall. Source: the OMol25 dataset; level of theory: ωB97M-V with the def2-TZVPD basis set.

Results
Energy relative to the best compared isomer or geometry (same formula, charge and spin) ... 423.5 kJ/mol
Spin multiplicity ... 1
LUMO ... 0.05 eV
Kohn-Sham gap ... 0.3478 Ha

Geometry as XYZ:
```
12
C3H6ClNO ωB97M-V with the def2-TZVPD basis set
C -2.0789 -1.9843 -0.0548
C 1.6456 1.7371 0.2367
C 0.5780 0.8095 0.4517
N -0.2915 0.5042 -0.3446
O -1.8889 -2.4489 -1.2847
Cl 0.8735 0.1443 2.1098
H -1.7816 -2.8855 0.4746
H 1.6433 2.6015 0.9051
H 1.9225 2.1542 -0.7858
H 2.6658 1.3800 0.4156
H -2.2212 -1.7518 -1.9470
H -1.0666 -0.2602 -0.1766
```

Atomic partial charges in e from the Mulliken method, atoms 1 to 8:
1 C -0.25
2 C -1.14
3 C 0.62
4 N -0.50
5 O -0.35
6 Cl -0.24
7 H 0.13
8 H 0.30

=====

C25H25FIrN7S2SiTe4 as an isolated structure. Source: the OMol25 dataset; level of theory: ωB97M-V with the def2-TZVPD basis set.

Results
Energy relative to the best compared isomer or geometry (same formula, charge and spin) ... 29.0 kJ/mol
Spin multiplicity ... 6
LUMO (spin up / spin down) ... -3.05 / -4.96 eV
Charge ... +1
Kohn-Sham gap (spin up / spin down) ... 0.1809 / 0.2041 Ha

Geometry as XYZ:
```
66
C25H25FIrN7S2SiTe4 ωB97M-V with the def2-TZVPD basis set
Ir 10.4611 11.8919 11.7825
S 6.0029 6.6814 8.6437
N 5.9472 7.3453 10.1735
C 7.1009 7.9749 10.3096
C 7.3943 8.8074 11.4299
C 6.6958 8.8367 12.6519
C 7.0964 9.7606 13.6454
C 8.1497 10.6201 13.4303
N 8.8347 10.6697 12.2710
C 8.5093 9.6920 11.2849
C 9.3796 9.6594 10.2042
N 10.4181 10.5646 10.1168
C 11.3586 10.2844 9.2263
C 11.3011 9.4310 8.1686
C 10.1247 8.6164 8.1098
C 9.1415 8.7417 9.1156
C 7.9550 7.9471 9.1543
N 7.4264 7.3211 8.1395
H 5.9325 8.0943 12.7132
H 6.5680 9.7280 14.5977
H 8.4359 11.4137 14.1493
H 12.2635 10.9371 9.3758
H 12.0359 9.2555 7.4277
H 9.9995 7.7156 7.4455
C 12.9992 11.3274 13.9438
Si 13.6350 11.8925 12.2996
C 14.9935 13.0536 12.5215
C 14.1455 10.3261 11.4952
N 12.2327 12.6448 11.3896
C 12.4744 13.6587 10.4313
C 13.2676 13.4495 9.2898
C 13.4450 14.4304 8.3254
C 12.7634 15.5960 8.4001
C 12.1271 15.9143 9.5651
C 11.9710 14.9635 10.5701
F 11.3830 15.4305 11.6703
H 13.6675 10.5717 14.3909
H 12.0233 10.8358 13.8486
H 12.9156 12.1953 14.5854
H 15.7365 12.3821 12.9701
H 14.7331 13.8953 13.2203
H 15.4394 13.4890 11.5739
H 14.5172 9.6664 12.2941
H 14.9900 10.5177 10.8222
H 13.2637 9.9289 11.0617
H 13.7689 12.4888 9.2223
H 14.1216 14.2044 7.4686
H 12.8806 16.4142 7.6967
H 11.7543 16.9111 9.7079
Te 8.0268 14.8700 13.5527
Te 7.8951 15.7544 16.0932
Te 6.2656 14.2233 17.3564
Te 10.2961 13.5239 13.8893
C 9.9301 12.9592 7.2232
N 8.6486 12.4867 7.7830
C 7.7090 11.7605 7.1483
C 6.6809 11.4794 7.9998
N 7.0285 12.0278 9.2041
C 8.2286 12.6435 9.0792
S 9.0050 13.5619 10.2733
H 10.7809 12.5844 7.8151
H 9.9877 14.0555 7.1821
H 9.9310 12.5129 6.2494
H 7.8475 11.5590 6.0901
H 5.7809 10.8995 7.8553
H 6.4828 12.1039 10.0677
```

Atomic partial charges in e from the Mulliken method, atoms 1 to 8:
1 Ir 0.91
2 S 0.13
3 N -0.67
4 C 1.10
5 C 0.15
6 C -0.44
7 C -1.28
8 C 0.38

=====

A 9-piece molecular cluster, C28H56FNO16S5 overall. Source: the OMol25 dataset; level of theory: ωB97M-V with the def2-TZVPD basis set.

Results
Energy relative to the best compared isomer or geometry (same formula, charge and spin) ... 114.3 kJ/mol
Spin multiplicity ... 1
LUMO ... 0.07 eV
Kohn-Sham gap ... 0.2945 Ha

Geometry as XYZ:
```
107
C28H56FNO16S5 ωB97M-V with the def2-TZVPD basis set
N 0.0479 -0.8128 0.2085
H 0.2319 -0.3081 0.8793
H 0.5840 -0.5827 -0.5812
H -0.8968 -0.7346 -0.0586
H 0.2478 -1.5166 0.6037
F -1.8914 -2.8083 1.0221
C -4.0248 -0.6561 4.9650
C -2.4853 -0.3332 4.5736
C -1.6878 -1.4404 3.9875
O -0.7838 -0.5766 3.2359
C -1.1658 0.7029 3.1503
O -0.7272 1.5819 2.6226
O -2.2971 0.7574 3.9245
H -4.3197 0.3085 5.3590
H -4.2133 -1.4353 5.7199
H -4.7608 -0.9814 4.1896
H -2.1119 -0.0808 5.6686
H -2.1785 -2.0332 3.2809
H -1.1120 -1.8959 4.7263
C -5.4166 -1.5399 -0.3514
C -5.1568 -1.1066 0.9990
C -4.0540 0.0185 1.0852
O -4.7256 1.0862 1.7327
C -5.9936 0.8318 1.8928
O -6.8134 1.5961 2.4575
O -6.2983 -0.4161 1.5023
H -4.5950 -1.9302 -0.7919
H -5.5954 -0.7421 -1.0282
H -6.2287 -2.3407 -0.3267
H -4.8385 -1.8656 1.5985
H -3.8324 0.1693 0.1731
H -3.3075 -0.4837 1.5428
C 2.3470 -4.1222 -4.6620
C 3.1005 -2.8491 -4.8631
C 3.4668 -2.3300 -3.3730
S 2.7959 -3.4668 -2.2094
O 1.5510 -2.8836 -1.7440
O 3.7923 -3.7353 -1.2434
C 2.5856 -4.8132 -3.2895
H 2.6029 -4.8935 -5.4530
H 1.2427 -3.9034 -4.8892
H 2.4981 -2.3527 -5.4763
H 3.9758 -3.3498 -5.2252
H 2.8903 -1.2959 -3.0088
H 4.4826 -2.3310 -3.2109
H 1.7033 -5.6362 -3.1003
H 3.4971 -5.6003 -3.2657
C 3.3480 -2.0076 5.4822
C 4.2978 -2.7244 4.5066
C 4.4804 -1.9204 3.2669
S 2.9183 -1.2235 2.9870
O 2.2771 -2.0176 1.9857
O 3.0222 0.1764 2.7847
C 2.2408 -1.3975 4.5875
H 3.9345 -1.1115 5.6903
H 3.0939 -2.6199 6.3440
H 3.9559 -3.5887 4.2921
H 5.3541 -3.0409 5.1543
H 4.7568 -2.4263 2.3952
H 5.2850 -1.0542 3.2905
H 1.3631 -2.0593 4.4470
H 1.5101 -0.5439 4.9351
C 5.3479 2.7426 -1.0304
C 4.3861 3.4817 -1.9354
C 3.1523 2.4370 -2.0344
S 2.9942 1.6647 -0.5136
O 2.9704 0.2227 -0.6602
O 1.9073 2.2245 0.2059
C 4.6072 2.1557 0.2655
H 6.1515 3.4069 -0.5379
H 5.9560 1.8919 -1.5779
H 4.9468 3.7318 -2.8058
H 4.0788 4.3079 -1.4801
H 3.4761 1.7036 -2.7424
H 2.1937 2.9253 -2.5014
H 4.9991 1.3374 0.9019
H 4.4572 3.1113 0.7837
C -1.6252 5.0794 0.8383
C -1.3708 5.6292 -0.5897
C -1.3518 4.4586 -1.5932
S -2.3661 3.1250 -0.9057
O -1.6613 1.8999 -0.6994
O -3.6046 3.0637 -1.6766
C -2.7038 3.8998 0.6833
H -2.0992 5.7971 1.4673
H -0.7810 4.7028 1.2547
H -0.5504 6.2928 -0.4996
H -2.2905 6.1111 -0.9031
H -0.3936 3.9831 -1.4000
H -1.7019 4.4474 -2.5179
H -2.9605 3.1590 1.5564
H -3.5473 4.2472 0.5140
C -2.8198 -0.5628 -3.1007
C -2.7762 0.7265 -3.8825
C -1.3416 1.0426 -4.2350
S -0.3901 -0.4498 -3.9657
O 0.5810 -0.2882 -2.9328
O 0.0889 -0.9544 -5.2629
C -1.6160 -1.4643 -3.3200
H -3.6084 -1.1205 -3.0105
H -2.7602 -0.3656 -2.0365
H -3.5527 1.6661 -3.4329
H -3.1375 0.3233 -4.7308
H -0.8416 1.7592 -3.5464
H -1.3049 1.3521 -5.3109
H -1.2713 -1.7820 -2.3303
H -1.8357 -2.4326 -3.8667
```

Atomic partial charges in e from the Mulliken method, atoms 1 to 8:
1 N 1.11
2 H 0.00
3 H -0.35
4 H -0.27
5 H 0.43
6 F -0.88
7 C -1.35
8 C 0.66

=====

Electronic energy / eV: -329803.941, -47459.800, -44614.624, -19264.377, -101034.305, -121073.129
Maximum force / eV/A: 6.29, 1.09, 0.94, 5.22, 3.73, 15.77